DFT (ωB97M-V/def2-TZVPD) results for C28H68O26Tl as an isolated structure.

```
123
C28H68O26Tl ωB97M-V/def2-TZVPD
Tl 12.865 -9.557 9.406
C 10.450 -11.974 5.532
C 11.447 -11.494 6.527
C 12.341 -12.627 7.185
O 13.007 -12.317 8.213
C 12.412 -13.996 6.678
C 11.530 -14.291 5.673
C 10.530 -13.274 5.087
O 9.704 -13.623 4.128
O 11.582 -15.530 5.283
O 11.709 -10.384 6.898
H 9.776 -11.230 5.135
H 13.056 -14.744 7.117
C 14.469 -18.439 4.514
C 15.724 -18.299 3.755
O 16.203 -19.538 3.182
O 13.291 -18.457 3.675
H 14.329 -17.604 5.201
H 14.353 -19.300 5.171
H 16.447 -17.884 4.457
H 15.772 -17.520 2.994
H 15.582 -19.784 2.492
H 12.710 -17.730 3.911
C 17.127 -13.158 8.599
C 17.675 -12.276 7.394
O 16.585 -11.713 6.694
O 16.461 -14.428 8.192
H 16.372 -12.557 9.106
H 17.655 -13.249 9.548
H 18.291 -12.906 6.752
H 18.317 -11.570 7.922
H 16.092 -12.430 6.289
H 15.537 -14.380 8.448
C 14.900 -8.465 6.407
C 15.613 -7.603 7.434
O 14.701 -7.471 8.486
O 14.498 -9.722 6.854
H 15.424 -8.477 5.452
H 13.977 -7.930 6.185
H 15.835 -6.643 6.968
H 16.530 -8.039 7.831
H 14.818 -6.577 8.817
H 15.331 -10.197 6.803
C 7.233 -10.724 2.347
C 8.412 -11.408 1.564
O 7.911 -12.679 1.170
O 6.927 -11.481 3.551
H 6.344 -10.649 1.720
H 7.635 -9.733 2.555
H 9.352 -11.381 2.116
H 8.635 -10.879 0.638
H 7.582 -12.509 0.284
H 7.296 -10.986 4.286
C 9.367 -14.801 10.671
C 10.348 -14.306 9.617
O 11.404 -15.194 9.289
O 9.992 -15.202 11.887
H 9.053 -15.774 10.293
H 8.558 -14.074 10.749
H 10.647 -13.293 9.887
H 9.840 -14.009 8.700
H 12.061 -14.741 8.755
H 10.868 -14.823 11.990
C 11.194 -13.633 0.575
C 10.782 -15.001 1.080
O 9.346 -15.157 0.999
O 10.878 -13.274 -0.739
H 12.274 -13.546 0.690
H 10.695 -12.943 1.256
H 11.202 -15.190 2.067
H 11.205 -15.863 0.565
H 9.088 -15.050 0.081
H 11.231 -12.384 -0.818
C 11.317 -19.556 7.479
C 11.457 -18.105 8.033
O 12.125 -18.042 9.304
O 10.161 -20.200 8.118
H 12.245 -20.113 7.607
H 11.103 -19.492 6.412
H 10.469 -17.646 8.034
H 12.159 -17.599 7.370
H 12.250 -17.106 9.475
H 10.653 -20.607 8.835
C 8.658 -10.914 9.488
C 7.474 -10.524 8.504
O 7.748 -10.997 7.192
O 9.879 -10.500 8.867
H 8.702 -12.001 9.548
H 8.594 -10.452 10.473
H 7.394 -9.440 8.418
H 6.580 -10.947 8.962
H 7.559 -10.383 6.479
H 9.828 -10.679 7.925
C 11.723 -9.650 2.958
C 13.219 -9.526 3.234
O 13.609 -10.460 4.289
O 10.938 -9.306 4.045
H 11.247 -10.608 2.751
H 11.456 -8.965 2.153
H 13.596 -8.535 3.487
H 13.657 -10.041 2.379
H 13.086 -10.133 5.025
H 11.103 -9.930 4.756
C 15.379 -13.559 2.714
C 14.455 -14.002 3.899
O 15.233 -13.999 5.130
O 15.286 -12.158 2.385
H 15.279 -14.098 1.772
H 16.416 -13.815 2.930
H 14.016 -14.995 3.792
H 13.585 -13.349 3.841
H 14.603 -14.007 5.854
H 14.718 -11.759 3.048
C 8.558 -18.870 2.692
C 9.899 -18.238 3.056
O 9.587 -17.005 3.700
O 7.731 -18.110 1.827
H 7.874 -19.144 3.496
H 8.783 -19.685 2.005
H 10.668 -18.241 2.283
H 10.376 -18.778 3.873
H 10.372 -16.757 4.194
H 7.634 -18.462 0.939
```

Energy above the lowest of the compared OMol25 structures with the same formula, charge and spin ... 622.9 kJ/mol
LUMO level ... -8.50 eV
Spin multiplicity ... 1
F_max ... 6.21 eV/A
Orbital gap ... 0.0989 Eh
Total charge ... +1
Highest occupied orbital energy ... -11.19 eV

***

DFT (ωB97M-V/def2-TZVPD) results for C47H38ClNO3P2PbS as an isolated structure.

```
94
C47H38ClNO3P2PbS ωB97M-V/def2-TZVPD
Pb 0.855 -1.290 0.522
O 0.135 1.428 2.934
S -0.741 1.471 1.743
C -0.186 2.990 0.930
C -0.465 4.217 1.512
C 0.193 5.352 1.077
C 1.150 5.255 0.078
C 1.441 4.028 -0.491
C 0.775 2.870 -0.084
P 1.253 1.250 -0.844
C 3.073 1.451 -0.821
C 3.869 1.472 -1.960
C 5.250 1.529 -1.838
C 5.841 1.567 -0.584
C 5.050 1.540 0.558
C 3.673 1.476 0.440
C 0.841 1.465 -2.613
C 1.076 0.354 -3.430
C 0.797 0.415 -4.785
C 0.284 1.580 -5.340
C 0.067 2.686 -4.535
C 0.335 2.632 -3.173
C -2.383 1.887 2.390
C -2.469 2.162 3.745
C -3.709 2.212 4.356
C -4.855 1.967 3.617
C -4.777 1.703 2.260
C -3.543 1.667 1.615
P -3.366 1.391 -0.194
C -3.812 3.078 -0.773
C -3.963 3.247 -2.150
C -4.242 4.496 -2.682
C -4.335 5.601 -1.849
C -4.173 5.445 -0.481
C -3.927 4.190 0.056
C -4.925 0.471 -0.514
C -6.025 0.966 -1.206
C -7.130 0.156 -1.428
C -7.152 -1.146 -0.954
C -6.057 -1.649 -0.264
C -4.946 -0.848 -0.058
H -1.183 4.276 2.320
H -0.016 6.310 1.537
H 1.688 6.137 -0.243
H 2.220 3.952 -1.240
H 3.416 1.424 -2.940
H 5.867 1.532 -2.727
H 6.919 1.613 -0.496
H 5.509 1.558 1.538
H 3.049 1.436 1.329
H 1.517 -0.540 -3.006
H 0.986 -0.448 -5.412
H 0.061 1.628 -6.398
H -0.312 3.603 -4.970
H 0.150 3.500 -2.557
H -1.551 2.295 4.306
H -3.779 2.418 5.416
H -5.820 1.979 4.108
H -5.682 1.514 1.696
H -3.859 2.389 -2.804
H -4.385 4.609 -3.749
H -4.534 6.580 -2.265
H -4.251 6.304 0.174
H -3.837 4.079 1.129
H -6.027 1.986 -1.565
H -7.983 0.546 -1.969
H -8.023 -1.768 -1.119
H -6.067 -2.665 0.107
H -4.088 -1.246 0.474
O 3.231 -2.660 1.915
C 3.681 -2.490 0.796
C 5.108 -2.789 0.357
C 5.129 -2.370 -1.109
C 3.686 -1.965 -1.403
O 3.271 -1.650 -2.504
N 2.946 -2.012 -0.257
H 5.307 -3.849 0.509
H 5.801 -2.223 0.979
H 5.438 -3.159 -1.794
H 5.762 -1.502 -1.293
Cl 0.230 -4.075 0.961
C -0.247 -4.484 -0.671
C -0.291 -5.828 -1.001
C -0.620 -6.204 -2.292
C -0.867 -5.223 -3.241
C -0.814 -3.886 -2.888
C -0.522 -3.467 -1.585
C -0.555 -2.014 -1.231
H -0.063 -6.567 -0.245
H -0.669 -7.253 -2.552
H -1.112 -5.503 -4.258
H -1.003 -3.127 -3.637
H -1.547 -1.775 -0.828
H -0.461 -1.428 -2.144
```

LUMO level ... 0.27 eV
Spin multiplicity ... 1
F_max ... 0.93 eV/A
Orbital gap ... 0.2863 Eh
Total charge ... 0
Highest occupied orbital energy ... -7.52 eV